The following is a DFT calculation (wB97M-V/def2-TZVPD) of C24H36P2SiTm as an isolated structure in a non-equilibrium geometry.

Output
Total energy in eV: -81445.99385
Molecular weight in u: 583.52
Gap between HOMO and LUMO (spin up / spin down) in eV: 5.44 / 5.49
Expectation value of S²: 2.003
LUMO energy (spin up / spin down) in eV: -3.47 / -3.42

Structure (ORCA input):
```
! RIJCOSX wB97M-V def2-TZVPD def2/J DEFGRID3
* xyz 1 3
C -1.46 -2.74 -1.85
C -1.15 -2.57 -3.24
C 0.10 -3.23 -3.51
H -1.83 -2.12 -3.96
C 0.54 -3.87 -2.29
C -0.43 -3.56 -1.26
H -0.50 -4.00 -0.27
H -2.39 -2.47 -1.35
H 0.57 -3.31 -4.49
H 1.42 -4.50 -2.15
Tm 0.59 -1.58 -2.02
C 1.36 2.32 -3.66
H 2.45 2.53 -3.79
H 1.04 2.99 -2.76
H 0.94 2.71 -4.58
Si -0.39 2.48 0.76
C -2.22 2.52 1.22
C -3.04 1.46 0.76
H -2.60 0.60 0.24
C -4.43 1.50 0.93
H -5.06 0.66 0.59
C -5.01 2.66 1.52
H -6.09 2.77 1.52
C -4.20 3.69 2.01
H -4.64 4.55 2.50
C -2.81 3.62 1.85
H -2.23 4.49 2.19
C 0.09 1.51 -0.80
C -0.84 1.06 -1.77
H -1.91 1.08 -1.54
C -0.49 0.55 -3.02
H -1.29 0.36 -3.79
C 0.95 0.82 -3.52
H 1.16 0.17 -4.36
C 1.89 0.66 -2.35
H 2.93 0.49 -2.60
C 1.44 1.15 -1.10
H 2.23 1.46 -0.43
H 0.99 3.13 0.86
H -0.51 3.87 0.72
C -0.68 -0.53 2.23
P 0.37 0.93 2.33
C 0.08 1.72 3.92
C 2.17 0.54 2.19
C 2.59 -0.94 2.03
P 1.88 -2.05 0.67
C 3.40 -2.76 -0.09
C 1.41 -3.48 1.72
H -1.73 -0.23 2.26
H -0.50 -1.23 3.06
H -0.55 -1.07 1.28
H -0.09 0.96 4.70
H 0.94 2.33 4.21
H -0.80 2.36 3.85
H 2.62 1.17 1.39
H 2.63 0.88 3.14
H 3.69 -1.00 1.87
H 2.37 -1.48 2.97
H 3.96 -3.32 0.68
H 3.12 -3.46 -0.89
H 4.01 -1.95 -0.53
H 2.32 -4.02 2.05
H 0.86 -3.14 2.61
H 0.78 -4.16 1.16
*
```

The following is a DFT calculation (wB97M-V/def2-TZVPD) of C24H36P2SiZr as an isolated structure in a non-equilibrium geometry.

Output
Total energy in eV: -53191.41821
Molecular weight in u: 505.81
Gap between HOMO and LUMO in eV: 5.22
LUMO energy in eV: -8.05

Structure (ORCA input):
```
! RIJCOSX wB97M-V def2-TZVPD def2/J DEFGRID3
* xyz 2 1
C 0.24 -0.97 0.11
C 0.64 -0.89 -1.27
C 1.91 -0.25 -1.34
H 0.14 -1.40 -2.10
C 2.35 0.02 0.01
C 1.33 -0.45 0.91
H 1.43 -0.56 1.99
H -0.61 -1.52 0.49
H 2.51 -0.15 -2.24
H 3.34 0.35 0.31
Zr 0.44 1.45 -0.19
C -0.51 2.70 -1.52
H 0.12 2.84 -2.42
H -0.95 3.66 -1.26
H -1.34 2.02 -1.82
Si -2.60 -1.16 -3.18
C -4.34 -1.72 -2.69
C -4.57 -3.06 -2.33
H -3.81 -3.82 -2.52
C -5.76 -3.44 -1.68
H -5.91 -4.47 -1.37
C -6.75 -2.46 -1.43
H -7.69 -2.75 -0.95
C -6.52 -1.12 -1.78
H -7.27 -0.36 -1.57
C -5.32 -0.75 -2.40
H -5.13 0.29 -2.65
C -1.55 -0.82 -4.70
C -1.63 -1.64 -5.85
H -2.60 -2.03 -6.16
C -0.45 -1.97 -6.51
H -0.45 -2.77 -7.25
C 0.74 -1.29 -6.22
H 1.68 -1.58 -6.71
C 0.73 -0.21 -5.33
H 1.63 0.40 -5.16
C -0.42 0.04 -4.58
H -0.45 0.88 -3.88
H -2.48 0.13 -2.44
H -1.88 -2.19 -2.63
C 0.75 4.60 1.72
P 1.10 2.83 1.92
C 2.86 2.75 2.41
C 0.09 2.23 3.34
C -1.15 1.40 2.99
P -1.71 1.32 1.23
C -2.86 -0.10 1.20
C -2.93 2.66 1.09
H 1.65 5.11 1.36
H 0.41 5.04 2.67
H -0.04 4.72 0.96
H 3.16 3.70 2.86
H 3.03 1.92 3.11
H 3.47 2.56 1.51
H 0.78 1.63 3.96
H -0.18 3.13 3.91
H -1.01 0.36 3.31
H -2.03 1.76 3.54
H -3.80 0.19 1.68
H -3.07 -0.41 0.17
H -2.45 -0.96 1.74
H -3.71 2.53 1.85
H -2.45 3.64 1.23
H -3.39 2.64 0.10
*
```

The following is a DFT calculation (wB97M-V/def2-TZVPD) of an isolated ion of composition C24H37Br2F5IN3O9P and charge +1 in a non-equilibrium geometry.

Output
Total energy in eV: -219438.40947
Molecular weight in u: 924.25
Gap between HOMO and LUMO in eV: 8.72
LUMO energy in eV: -3.54

Structure (ORCA input):
```
! RIJCOSX wB97M-V def2-TZVPD def2/J DEFGRID3
* xyz 1 1
C 0.78 6.49 2.82
C 1.38 5.31 3.56
O 1.58 4.21 2.67
C 1.86 3.05 3.39
C 2.28 1.93 2.46
O 1.26 1.01 2.14
C 0.72 0.72 0.95
I 0.76 2.57 -0.32
C 1.48 -0.36 0.11
C 3.00 -0.29 0.17
F 3.50 0.90 -0.21
F 3.49 -1.17 -0.75
C 3.69 -0.77 1.48
F 2.82 -0.98 2.49
F 4.63 0.10 1.83
N 0.88 -0.40 -1.20
C 1.62 -0.28 -2.40
O 1.81 0.78 -2.97
N 2.12 -1.46 -2.97
C 3.24 -1.27 -3.82
O 4.38 -1.54 -3.52
F 2.91 -0.84 -5.02
C -0.49 -0.96 -1.23
C -1.12 -0.58 -2.58
C -0.97 -1.52 -3.79
C -0.63 -0.74 -5.07
C 0.03 -1.65 -6.08
O -0.95 -2.52 -6.65
C -0.42 -2.48 -1.04
C -1.65 -3.32 -1.29
O -2.29 -3.58 -0.03
C -3.50 -4.21 -0.19
O -4.48 -3.63 -0.57
C -1.34 -0.18 -0.17
C -2.80 -0.63 -0.07
C -3.81 0.39 -0.63
O -4.99 0.11 -0.64
N -0.70 0.27 1.14
C -0.97 -0.57 2.34
Br -0.06 -2.34 2.35
C -0.77 -0.01 3.75
C -1.36 -0.98 4.79
P -1.72 1.99 1.38
O -0.97 2.83 2.50
Br -3.59 1.45 2.56
H 1.26 7.39 3.14
H 0.94 6.34 1.76
H -0.28 6.55 3.03
H 0.74 4.99 4.38
H 2.33 5.57 4.02
H 1.01 2.69 3.97
H 2.67 3.25 4.09
H 2.87 2.38 1.67
H 3.01 1.39 3.05
H 1.31 -1.33 0.57
H 4.19 -1.71 1.30
H 2.30 -2.19 -2.30
H -0.85 0.44 -2.83
H -2.20 -0.51 -2.46
H -0.23 -2.30 -3.69
H -1.91 -2.01 -4.00
H 0.04 0.09 -4.86
H -1.54 -0.35 -5.51
H 0.80 -2.23 -5.60
H 0.50 -1.08 -6.88
H -0.70 -3.42 -6.45
H 0.34 -2.83 -1.73
H -0.03 -2.79 -0.09
H -1.35 -4.26 -1.73
H -2.36 -2.87 -1.97
H -3.49 -5.27 0.09
H -1.45 0.76 -0.71
H -3.01 -1.49 -0.68
H -3.19 -0.88 0.91
H -3.43 1.35 -1.03
H -1.99 -0.91 2.33
H -1.26 0.93 3.95
H 0.27 0.09 4.01
H -0.59 -1.58 5.25
H -1.78 -0.38 5.59
H -2.17 -1.58 4.41
H -1.45 2.91 3.33
*
```

The following is a DFT calculation (wB97M-V/def2-TZVPD) of C24H37BrN4O2PbSi as an isolated structure in a non-equilibrium geometry.

Output
Total energy in eV: -118695.28892
Molecular weight in u: 728.78
Gap between HOMO and LUMO in eV: 7.48
LUMO energy in eV: -6.52

Structure (ORCA input):
```
! RIJCOSX wB97M-V def2-TZVPD def2/J DEFGRID3
* xyz 2 1
Pb -0.04 0.13 0.44
C 1.94 -2.01 -4.16
N 0.97 -2.60 -3.19
C 1.67 -3.27 -2.06
C -0.03 -1.55 -2.75
C -1.02 -2.09 -1.75
C -1.84 -3.15 -2.12
C -2.73 -3.72 -1.21
C -2.81 -3.24 0.09
C -2.03 -2.15 0.46
C -1.15 -1.60 -0.46
H 2.61 -2.78 -4.52
H 2.52 -1.24 -3.65
H 1.41 -1.57 -5.00
H 0.44 -3.32 -3.68
H 2.15 -2.51 -1.44
H 2.42 -3.95 -2.46
H 0.96 -3.82 -1.46
H -0.53 -1.20 -3.64
H 0.54 -0.73 -2.31
H -1.81 -3.54 -3.13
H -3.36 -4.54 -1.52
H -3.48 -3.69 0.80
H -2.12 -1.75 1.47
C -4.25 2.13 -2.30
C -3.21 2.80 -1.40
C -2.72 4.10 -2.04
C -3.79 3.05 -0.02
N -2.11 1.80 -1.30
N -1.07 2.11 -0.38
H -5.14 2.76 -2.36
H -4.53 1.16 -1.89
H -3.87 1.99 -3.31
H -3.56 4.76 -2.23
H -2.22 3.91 -2.99
H -2.02 4.64 -1.38
H -4.72 3.61 -0.11
H -3.13 3.66 0.61
H -4.01 2.11 0.49
H -1.70 1.61 -2.21
H -1.49 2.54 0.44
H -0.35 2.75 -0.74
C -0.52 -1.39 6.17
Si -0.07 0.33 5.65
C -1.36 1.59 6.08
C 1.65 0.84 6.14
C -0.03 0.32 3.75
C 0.00 0.31 2.53
H -0.52 -1.45 7.26
H 0.19 -2.13 5.80
H -1.52 -1.67 5.83
H -1.43 1.68 7.17
H -2.35 1.31 5.72
H -1.12 2.57 5.68
H 1.71 0.90 7.23
H 1.90 1.82 5.74
H 2.40 0.13 5.80
Br 7.10 -2.14 -1.65
C 6.00 -0.62 -1.52
C 6.44 0.62 -1.98
N 5.68 1.70 -1.93
C 4.44 1.60 -1.46
C 3.92 0.40 -0.99
C 4.73 -0.73 -1.00
C 2.52 0.31 -0.54
O 1.79 1.35 -0.46
O 2.01 -0.82 -0.28
H 7.44 0.74 -2.37
H 3.84 2.51 -1.44
H 4.38 -1.67 -0.59
*
```